Entry 1:
Entry from OMol25: a structure of composition C3H7NO at a distorted geometry (ωB97M-V with the def2-TZVPD basis set).

Calculated values
Energy relative to the best compared isomer or geometry (same formula, charge and spin) ... 105.0 kcal per mole
LUMO energy (alpha / beta) ... 0.06 / 0.06 eV
DFT total energy ... -6758.1961 eV
Gap between HOMO and LUMO (alpha / beta) ... 8.94 / 8.95 eV

The geometry in ORCA input format:
```
! RIJCOSX wB97M-V def2-TZVPD def2/J DEFGRID3
* xyz 0 1
C 0.212 0.731 1.104
C -1.103 -0.503 -0.810
C 0.182 -0.035 -0.183
O 0.793 1.063 -0.925
N 1.178 -0.820 0.385
H 1.746 0.884 -0.832
H 0.804 -1.606 0.912
H 0.183 1.813 1.132
H 0.245 0.340 2.113
H -1.599 -1.208 -0.143
H -1.769 0.340 -1.000
H -0.872 -0.998 -1.753
*
```


Entry 2:
Entry from OMol25: a cluster of 3 separate species, C31H47NO10S3 in total (ωB97M-V with the def2-TZVPD basis set).

Calculated values
Energy relative to the best compared isomer or geometry (same formula, charge and spin) ... 0.0 kcal per mole
Structure (SMILES) ... C[C@H](COC(=O)CSc1ccc2c(c1)Nc1ccccc1S2)OC(=O)CS.COCCOCCOC.COCCOCCOC
LUMO energy ... 0.41 eV
DFT total energy ... -87376.3461 eV
Gap between HOMO and LUMO ... 8.00 eV

The geometry in ORCA input format:
```
! RIJCOSX wB97M-V def2-TZVPD def2/J DEFGRID3
* xyz 0 1
C -4.368 -6.232 -1.127
C -3.467 -5.336 -1.962
C -4.247 -4.780 -3.169
O -3.415 -4.543 -4.297
C -3.272 -3.257 -4.687
O -4.145 -2.441 -4.639
C -1.888 -2.993 -5.261
S -1.255 -1.360 -4.912
C -0.772 -1.496 -3.227
C -1.104 -2.562 -2.400
C -0.703 -2.562 -1.076
C 0.019 -1.493 -0.571
C 0.389 -0.439 -1.392
C -0.012 -0.454 -2.718
N 1.155 0.660 -0.929
C 2.156 0.388 0.036
C 3.356 1.091 -0.007
C 4.339 0.855 0.933
C 4.156 -0.078 1.939
C 2.969 -0.791 1.986
C 1.983 -0.551 1.041
S 0.461 -1.451 1.141
O -2.215 -5.934 -2.314
C -2.240 -7.162 -2.926
O -2.328 -7.288 -4.107
C -2.083 -8.342 -1.983
S -1.105 -9.615 -2.827
H -4.879 -6.985 -1.726
H -3.752 -6.761 -0.400
H -5.078 -5.644 -0.551
H -3.203 -4.487 -1.336
H -5.032 -5.474 -3.470
H -4.752 -3.867 -2.857
H -1.992 -3.050 -6.344
H -1.196 -3.780 -4.974
H -1.658 -3.404 -2.782
H -0.965 -3.383 -0.423
H 0.267 0.359 -3.378
H 1.618 1.053 -1.740
H 3.515 1.816 -0.795
H 5.271 1.401 0.874
H 4.909 -0.274 2.688
H 2.775 -1.531 2.750
H -3.086 -8.731 -1.822
H -1.636 -8.027 -1.046
H -1.371 -10.621 -1.985
C 2.986 3.116 6.015
O 1.620 2.875 5.764
C 1.347 1.989 4.695
C 0.406 0.867 5.076
O 0.888 -0.053 6.039
C 1.068 0.365 7.378
C -0.192 0.708 8.144
O -0.842 1.863 7.652
C -2.222 1.723 7.395
H 3.355 3.958 5.420
H 3.092 3.365 7.071
H 3.598 2.233 5.806
H 2.274 1.568 4.288
H 0.862 2.559 3.892
H 0.265 0.268 4.171
H -0.579 1.251 5.349
H 1.801 1.172 7.453
H 1.503 -0.503 7.880
H 0.104 0.899 9.184
H -0.867 -0.155 8.140
H -2.475 0.708 7.074
H -2.482 2.413 6.592
H -2.815 1.979 8.279
C 0.869 6.852 -5.308
O 0.282 6.172 -4.221
C -0.255 4.898 -4.520
C 0.240 3.814 -3.587
O 1.624 3.516 -3.647
C 2.563 4.464 -3.177
C 2.555 4.717 -1.684
O 1.373 5.344 -1.234
C 0.737 4.730 -0.134
H 0.128 7.455 -5.843
H 1.635 7.517 -4.909
H 1.344 6.160 -6.010
H -0.043 4.615 -5.556
H -1.345 4.950 -4.406
H -0.254 2.891 -3.906
H -0.083 4.001 -2.561
H 2.503 5.401 -3.734
H 3.538 4.024 -3.406
H 3.402 5.380 -1.463
H 2.721 3.772 -1.153
H 0.877 3.644 -0.136
H -0.331 4.937 -0.207
H 1.106 5.137 0.813
*
```


Entry 3:
Entry from OMol25: a structure of composition C6H4AlCl2N2O3Pr at a distorted geometry (ωB97M-V with the def2-TZVPD basis set).

Calculated values
Energy relative to the best compared isomer or geometry (same formula, charge and spin) ... 15.5 kcal per mole
LUMO energy (alpha / beta) ... -18.31 / -18.27 eV
DFT total energy ... -61073.3391 eV
<S²> ... 2.002
Gap between HOMO and LUMO (alpha / beta) ... 4.90 / 4.93 eV

The geometry in ORCA input format:
```
! RIJCOSX wB97M-V def2-TZVPD def2/J DEFGRID3
* xyz 4 3
Pr -0.445 0.303 -3.204
Al 0.558 0.540 -0.028
Cl -0.714 -1.630 -1.400
Cl -0.522 2.177 -1.028
C 1.866 2.024 0.785
C 0.747 -1.652 -4.279
C 0.893 1.648 -4.864
O 2.253 3.079 1.076
O 1.105 -2.587 -4.849
O 1.301 2.291 -5.721
N 0.078 -1.314 2.004
C -0.794 -1.629 2.972
C -1.449 -0.438 3.312
C -0.982 0.556 2.451
N -0.040 0.008 1.645
H 0.510 -2.026 1.400
H -0.902 -2.638 3.355
H -2.184 -0.292 4.084
H -1.279 1.579 2.288
*
```


Entry 4:
Entry from OMol25: the molecule C6H13N at a distorted geometry (ωB97M-V with the def2-TZVPD basis set).

Calculated values
Energy relative to the best compared isomer or geometry (same formula, charge and spin) ... 213.3 kcal per mole
LUMO energy ... -2.75 eV
DFT total energy ... -7913.5826 eV
Gap between HOMO and LUMO ... 3.98 eV

The geometry in ORCA input format:
```
! RIJCOSX wB97M-V def2-TZVPD def2/J DEFGRID3
* xyz 0 1
C -2.412 0.328 0.159
N -1.703 -0.396 1.188
C 0.811 -0.072 0.891
C 1.223 1.145 0.043
C 2.570 1.180 -0.497
C -0.453 -0.990 0.641
C -0.497 -1.459 -0.743
H -1.727 0.901 -0.499
H -3.058 1.102 0.718
H -3.041 -0.298 -0.444
H 0.598 0.257 1.983
H 1.626 -0.742 0.725
H 0.620 2.015 0.350
H 1.190 0.539 -0.856
H 2.608 1.427 -1.513
H 3.310 1.768 -0.005
H -0.107 -1.734 1.331
H 0.282 -2.231 -0.833
H -0.430 -0.649 -1.692
H -1.410 -2.091 -0.947
*
```


Entry 5:
Entry from OMol25: the molecule C3HCl2FO at a distorted geometry (ωB97M-V with the def2-TZVPD basis set).

Calculated values
Energy relative to the best compared isomer or geometry (same formula, charge and spin) ... 15.5 kcal per mole
Structure (SMILES) ... O=C/C(Cl)=C(/F)Cl
LUMO energy ... -0.63 eV
DFT total energy ... -32935.0406 eV
Gap between HOMO and LUMO ... 9.32 eV

The geometry in ORCA input format:
```
! RIJCOSX wB97M-V def2-TZVPD def2/J DEFGRID3
* xyz 0 1
O -0.987 -0.906 -1.712
C -1.120 -0.142 -0.823
C -0.114 0.139 0.244
Cl -0.760 1.289 1.466
C 1.173 -0.196 0.583
F 1.774 0.129 1.710
Cl 2.062 -0.994 -0.702
H -2.029 0.682 -0.766
*
```


Entry 6:
Entry from OMol25: a structure of composition C34H26F10GaN3OS5 at a distorted geometry (ωB97M-V with the def2-TZVPD basis set).

Calculated values
LUMO energy ... 3.79 eV
DFT total energy ... -175921.2695 eV
Gap between HOMO and LUMO ... 4.30 eV

The geometry in ORCA input format:
```
! RIJCOSX wB97M-V def2-TZVPD def2/J DEFGRID3
* xyz -2 1
Ga -0.469 0.157 -0.042
C -3.227 1.689 -0.171
N -1.990 1.649 0.599
C -2.224 1.318 2.078
C -2.313 -0.194 2.256
N -1.327 -0.969 1.464
C -1.618 -2.285 1.224
C -2.886 -2.944 1.569
F -3.400 -2.570 2.768
C -3.312 -4.074 0.903
F -4.487 -4.548 1.280
C -2.467 -4.846 0.090
F -2.956 -6.042 -0.236
C -1.141 -4.418 0.000
F -0.144 -5.077 -0.635
C -0.762 -3.275 0.655
F 0.575 -3.114 0.711
C -1.362 3.004 0.459
C -0.936 3.452 -0.946
N -0.290 2.346 -1.622
C -0.602 2.240 -2.911
C -1.751 2.743 -3.599
F -2.183 4.037 -3.379
C -2.380 1.989 -4.541
F -3.579 2.458 -5.020
C -1.743 0.873 -5.136
F -2.188 0.437 -6.325
C -0.403 0.566 -4.728
F 0.325 -0.338 -5.339
C 0.188 1.365 -3.796
F 1.497 1.469 -3.697
H -3.909 2.415 0.224
H -3.758 0.738 -0.070
H -3.072 1.818 -1.303
H -3.173 1.792 2.372
H -1.359 1.726 2.602
H -3.340 -0.466 1.936
H -2.187 -0.436 3.324
H -0.474 3.018 1.135
H -2.018 3.785 0.864
H -0.211 4.282 -0.849
H -1.854 3.825 -1.448
C 1.124 -2.925 -3.139
C 0.449 -1.961 -2.271
S 1.251 -1.025 -1.035
C -0.973 -1.781 -2.582
C -1.636 -2.521 -3.728
S -1.975 -0.793 -1.650
H 2.128 -3.106 -2.760
H 1.269 -2.473 -4.167
H 0.533 -3.882 -3.202
H -1.299 -2.133 -4.713
H -2.721 -2.465 -3.615
H -1.342 -3.549 -3.736
O 0.871 1.175 0.991
C 1.949 0.870 1.850
C 1.707 -0.319 2.685
C 2.144 -1.620 2.503
C 2.035 -2.406 3.648
C 1.339 -1.774 4.617
S 0.866 -0.208 4.251
C 2.208 2.164 2.826
C 3.450 2.743 2.977
C 3.502 3.782 3.928
C 2.337 4.025 4.491
S 1.031 3.104 3.885
C 3.194 0.678 0.950
C 4.308 -0.016 1.282
C 5.366 0.104 0.329
C 5.044 0.989 -0.687
S 3.403 1.539 -0.594
H 2.574 -1.956 1.538
H 2.417 -3.375 3.800
H 0.920 -2.201 5.541
H 4.320 2.427 2.361
H 4.422 4.352 4.190
H 2.164 4.613 5.389
H 4.390 -0.724 2.106
H 6.349 -0.317 0.431
H 5.792 1.370 -1.407
*
```


Q: The highest DFT total energy belongs to which entry?
A: C3H7NO